Entry from the OMol25 dataset: a single C4H8N2 molecule at a distorted geometry (wB97M-V/def2-TZVPD).

The geometry in XYZ format:
```
14
Properties=species:S:1:pos:R:3:forces:R:3:nbo_charge:R:1
N 0.1605 1.1726 -0.2560 -1.6 -1.4 0.4 -0.238
N 1.1024 1.6613 -1.0301 0.9 0.4 -0.7 -0.197
C 0.9814 2.1843 -2.2171 0.6 -1.0 3.2 -0.173
C -0.2430 0.0552 0.2674 0.2 0.5 -1.0 0.248
C 0.0415 -1.4149 0.1701 1.8 -0.9 -0.2 -0.684
C -1.3591 0.0886 1.2485 0.9 -1.6 1.4 -0.633
H -0.9806 -0.1345 2.2796 -0.2 0.1 -0.7 0.213
H -1.7434 1.0258 1.2678 -1.7 2.8 0.2 0.223
H 0.0887 2.0509 -2.7472 -1.2 0.1 -1.1 0.160
H 0.8109 -1.7632 -0.5053 0.4 0.2 -0.2 0.223
H -2.0953 -0.6981 1.0308 0.1 0.5 0.0 0.212
H 0.3066 -1.7645 1.1879 0.2 0.3 -0.4 0.227
H 1.7718 2.8747 -2.4832 0.0 -0.4 -0.4 0.192
H -0.8210 -2.0384 -0.0284 -0.5 0.4 -0.4 0.227
```
Forces are in eV/Å.

Results
SMILES ... C=NN=C(C)C
Energy relative to the best compared isomer or geometry (same formula, charge and spin) ... 277.5 kJ/mol
Kohn-Sham gap ... 9.84 eV
Highest occupied orbital energy ... -8.9 eV
Energy ... -266.61629 Ha